{"formula": "C4H7BrN", "method": "ωB97M-V/def2-TZVPD", "max_force_ev_per_a": 7.439, "orbital_gap_ev": 9.77, "homo_ev": -13.68, "e_tot_ev": -75783.9189, "e_above_lowest_kcal_mol": 44.4, "e_lumo_ev": -3.9, "charge": 1, "species": ["C", "C", "C", "C", "N", "Br", "H", "H", "H", "H", "H", "H", "H"], "xyz": [[-0.5244, -0.5942, -0.3928], [-1.5146, -0.7269, -1.1752], [-0.4835, 0.7841, 0.9218], [1.0193, -0.5144, -0.2702], [0.9865, 0.5447, 0.9055], [-1.2095, -1.7225, -2.8209], [-2.5135, -0.2388, -1.0948], [-0.8491, 1.6366, 0.5331], [-0.8830, 0.5797, 1.8956], [1.5357, -1.4174, 0.1061], [1.4196, 0.0322, -1.0827], [1.5688, 1.3765, 0.6849], [1.4477, 0.2602, 1.7898]], "atomic_forces_ev_per_a": [[2.416, 4.687, 5.247], [-1.995, -0.797, -3.076], [0.251, -6.057, -0.774], [-1.416, -0.287, 2.095], [1.722, 0.358, -0.831], [-0.309, 0.452, 0.863], [0.983, -0.744, 0.118], [-0.560, 3.076, -1.425], [-0.296, -0.276, 0.281], [-0.074, 0.527, -0.721], [0.826, -0.151, -1.073], [-0.634, -0.353, -0.298], [-0.913, -0.435, -0.407]], "lowdin_charge": [-0.2002, -0.5079, 0.0478, -0.0041, 0.0381, 0.7074, 0.1001, 0.0705, 0.1085, 0.1451, 0.1186, 0.1865, 0.1896]}